No. 1
{"formula": "C43H44Cl2F6N5O", "method": "ωB97M-V with the def2-TZVPD basis set", "elements": ["Cl", "Cl", "F", "F", "F", "F", "F", "F", "O", "N", "N", "N", "N", "N", "C", "C", "C", "C", "C", "C", "C", "C", "C", "C", "C", "C", "C", "C", "C", "C", "C", "C", "C", "C", "C", "C", "C", "C", "C", "C", "C", "C", "C", "C", "C", "C", "C", "C", "C", "C", "C", "C", "C", "C", "C", "C", "C", "H", "H", "H", "H", "H", "H", "H", "H", "H", "H", "H", "H", "H", "H", "H", "H", "H", "H", "H", "H", "H", "H", "H", "H", "H", "H", "H", "H", "H", "H", "H", "H", "H", "H", "H", "H", "H", "H", "H", "H", "H", "H", "H", "H"], "coordinates": [[-1.60275, -4.54473, -0.59141], [-1.96309, -0.31901, -1.15042], [1.68224, 4.95732, -2.79048], [-3.02942, -2.85919, 7.52538], [-6.49084, -6.42003, 4.28946], [3.96186, 1.54724, 0.82396], [2.28632, 5.90635, -7.43898], [0.50267, -1.47025, 2.92863], [2.35944, -2.36164, -3.21360], [4.84529, -1.66542, -1.50992], [1.75029, -2.26584, 0.16330], [-0.56769, -2.01692, 0.34024], [0.60719, -2.18860, -1.72530], [2.65095, -2.37507, -0.87377], [1.90025, -2.32462, -1.98303], [-4.31257, -6.17022, 1.43611], [0.56452, 6.48437, -1.39444], [0.29560, 2.48352, 4.02152], [-0.47857, 3.67546, -6.80965], [1.21363, 7.09742, -3.64520], [0.43374, -0.14098, 3.29571], [0.53903, 2.14577, 2.69792], [-4.07615, -6.10970, 6.35774], [-5.97846, -6.64777, 3.06153], [0.66694, 8.35807, -3.45113], [-1.67672, -6.03985, 6.49497], [-2.68039, -2.88892, -2.46611], [5.67600, -0.67186, -0.81223], [0.07459, 8.68738, -2.23950], [4.93900, 5.41517, -0.12410], [-1.73149, -4.72786, 6.94533], [-6.03814, -7.77642, 0.97337], [4.89825, 3.61004, 1.47287], [0.52982, -2.15264, -0.39644], [-2.84373, -6.73003, 6.19807], [-2.97066, -4.13690, 7.09120], [0.61238, 0.81196, 2.31833], [1.14624, 6.18958, -2.60992], [0.18799, 0.15030, 4.61714], [4.10516, -2.51918, -0.63442], [-1.49766, 4.33213, -7.48550], [0.02628, 7.75140, -1.21564], [-4.85046, -5.94311, 2.69438], [-4.14886, -4.79936, 6.81019], [-1.89130, -1.82981, -0.19397], [0.80594, 4.20011, -6.79484], [0.04679, 6.06373, -8.13757], [3.98511, 3.29513, -0.75175], [5.22709, 4.91720, 1.13973], [-6.58764, -7.56551, 2.23111], [-2.50823, -3.04302, -0.96588], [4.31935, 4.60539, -1.06566], [4.28530, 2.83544, 0.51195], [0.12170, 1.48980, 4.97565], [-4.90357, -7.08255, 0.57268], [-1.23104, 5.52288, -8.14755], [1.03998, 5.38618, -7.45987], [2.03171, -2.27611, 1.13168], [-2.02142, 6.03734, -8.67767], [4.37557, -3.57189, -0.74062], [-2.52011, -1.62234, 0.66566], [5.00947, 0.03776, -0.32559], [-6.50270, -8.48823, 0.30415], [-3.48813, -3.19714, -0.51777], [0.27679, 6.99188, -8.64253], [0.80274, 0.52618, 1.29177], [-0.71567, -6.52428, 6.38097], [-4.98446, -6.64593, 6.12409], [0.05117, -0.64396, 5.33780], [-3.42766, -5.62443, 1.13745], [-2.49669, 3.91813, -7.49650], [4.22958, -2.21602, 0.40741], [-4.48040, -7.25465, -0.40811], [-4.41129, -5.23908, 3.38876], [4.08627, 4.99055, -2.04811], [-0.68151, 2.74878, -6.28906], [-0.83752, -4.16831, 7.18502], [0.70455, 9.08314, -4.25302], [0.53980, 5.73735, -0.61276], [3.27146, -2.66796, -3.27085], [5.71106, 5.54709, 1.87402], [-3.51373, -2.22157, -2.67767], [1.68519, 6.81919, -4.57862], [5.10819, 3.19917, 2.45076], [-2.79486, -7.75125, 5.84483], [1.61721, 3.70580, -6.27775], [5.44078, -2.22568, -2.10669], [5.19505, 6.43549, -0.37446], [0.67150, 2.91856, 1.95295], [6.33346, -1.12647, -0.06361], [-5.09610, -4.29507, 6.94427], [0.23995, 3.52371, 4.31093], [-7.46792, -8.09631, 2.56629], [-0.34838, 9.67175, -2.09296], [-2.91537, -3.86424, -2.88821], [-0.43163, 8.00706, -0.26926], [6.30221, -0.15641, -1.53597], [-1.77453, -2.51525, -2.93878], [-0.43417, -2.03893, 1.33972], [-0.06754, 1.75380, 6.00706], [3.50058, 2.64639, -1.46919]], "lowdin_charge": [0.665, 0.683, 0.031, 0.049, 0.048, 0.005, 0.049, -0.002, 0.194, -0.093, 0.192, 0.036, 0.253, 0.031, -0.353, -0.094, -0.021, -0.074, -0.086, -0.011, -0.262, -0.066, -0.088, -0.283, -0.074, -0.087, -0.162, -0.080, -0.090, -0.078, -0.025, -0.077, -0.018, -0.382, -0.091, -0.289, -0.025, -0.286, -0.007, -0.136, -0.095, -0.082, -0.017, -0.010, -0.652, -0.024, -0.015, -0.019, -0.074, -0.009, -0.693, -0.077, -0.288, -0.062, -0.093, -0.079, -0.296, 0.173, 0.107, 0.143, 0.110, 0.060, 0.107, 0.096, 0.119, 0.104, 0.103, 0.096, 0.123, 0.046, 0.101, 0.134, 0.101, 0.112, 0.101, 0.102, 0.113, 0.108, 0.112, 0.127, 0.109, 0.076, 0.112, 0.118, 0.104, 0.115, 0.113, 0.108, 0.109, 0.090, 0.121, 0.110, 0.121, 0.104, 0.074, 0.105, 0.092, 0.057, 0.125, 0.114, 0.117], "e_homo_ev": -10.7, "homo_lumo_gap_ev": 8.31, "charge": 1, "lumo_energy_ha": -0.087}


No. 2
{"formula": "C43H44N5OP3ReSTe", "method": "ωB97M-V with the def2-TZVPD basis set", "elements": ["Re", "Te", "S", "P", "P", "P", "O", "N", "N", "N", "N", "N", "C", "C", "C", "C", "C", "C", "C", "C", "C", "C", "C", "C", "C", "C", "C", "C", "C", "C", "C", "C", "C", "C", "C", "C", "C", "C", "C", "C", "C", "C", "C", "C", "C", "C", "C", "C", "C", "C", "C", "C", "C", "C", "C", "H", "H", "H", "H", "H", "H", "H", "H", "H", "H", "H", "H", "H", "H", "H", "H", "H", "H", "H", "H", "H", "H", "H", "H", "H", "H", "H", "H", "H", "H", "H", "H", "H", "H", "H", "H", "H", "H", "H", "H", "H", "H", "H", "H"], "coordinates": [[1.03255, 0.45561, 1.45574], [-2.93016, -0.68041, -2.22263], [2.08276, 2.25764, 2.57709], [1.80588, -2.24458, -0.42991], [-1.05939, 0.28979, 0.32659], [0.35677, -0.25488, -2.19196], [1.56059, -1.30753, -1.66046], [0.67263, 2.06342, 6.26040], [-2.47562, 2.77678, -5.64694], [0.59010, 0.90899, 4.41272], [1.39851, 2.63326, 5.24161], [0.31799, -0.08175, 3.44784], [2.61715, 3.70120, -2.11731], [0.51954, -0.17786, -6.21345], [0.17069, 0.98876, 5.74371], [-0.70552, -0.01016, 6.41050], [1.24861, 3.67954, -1.89349], [2.64749, 1.30461, -2.33604], [-2.77970, -1.86093, 1.01209], [-3.52930, -0.69797, 3.42824], [-3.12976, 2.16618, 0.27419], [0.41724, -3.32942, -0.20262], [3.17765, -3.25831, -0.91188], [-2.62156, -0.05709, 2.59725], [2.43660, -2.22254, 2.16072], [-2.59254, 1.48379, -5.96177], [-3.69476, -2.50250, 1.84573], [-2.52601, 3.10045, -4.34986], [-1.44786, 4.38152, 0.51912], [3.87283, -3.50610, 3.62513], [-2.67273, 2.16500, -3.33209], [-2.71298, 0.46576, -5.01921], [-0.30370, -1.96496, -4.23203], [1.26717, 1.27266, -2.07873], [-1.74704, 1.97881, 0.39060], [2.22516, -1.23531, 1.00715], [-2.23615, -0.63412, 1.37392], [-4.06844, -1.92611, 3.04864], [-1.03529, -0.42743, -1.26500], [-0.91645, 3.09786, 0.52139], [1.36106, 1.95304, 4.12247], [3.48301, -0.40884, 0.61823], [3.31612, 2.51475, -2.34655], [3.71118, -2.56970, 2.60632], [-3.65389, 3.44992, 0.25383], [-2.81673, 4.55591, 0.37062], [-0.39683, -2.31955, -5.56323], [0.01199, -1.42345, -6.55221], [-2.73913, 0.82088, -3.68377], [1.48950, -3.77590, 3.77368], [1.32893, -2.83842, 2.76276], [0.56841, 2.46707, -1.87757], [0.20911, -0.70827, -3.88945], [0.62139, 0.18581, -4.87796], [2.76818, -4.11423, 4.20591], [1.01212, 1.16130, -4.61552], [-4.12597, -3.44915, 1.54103], [-0.41952, -2.81231, 0.25308], [3.22355, 0.41994, -0.05113], [0.70451, 4.60542, -1.74217], [4.59487, -2.11508, 2.16802], [-2.57837, 1.24502, -7.02067], [0.71848, -4.17430, 0.42020], [3.18272, 0.39074, -2.56353], [1.89898, 3.49625, 5.41421], [2.83036, -3.88275, -1.73753], [-0.62452, -2.65781, -3.46333], [-2.51045, -2.32592, 0.07178], [2.89993, -4.85367, 4.98692], [-0.68959, -0.26905, 3.44008], [-0.78656, -3.29288, -5.83867], [-4.72392, 3.58820, 0.15277], [4.37967, 2.54279, -2.54953], [-3.84898, -0.22953, 4.35289], [-0.79660, 5.24192, 0.62373], [4.87133, -3.76147, 3.96031], [3.48340, -3.89424, -0.07949], [-0.87914, 0.30677, 7.43576], [-2.26900, 0.93933, 2.85908], [-2.45594, 4.16023, -4.11710], [-1.66997, -0.08831, 5.90165], [-4.79761, -2.41687, 3.68145], [3.95600, 0.00259, 1.50992], [0.83749, 0.51195, -6.98652], [0.13132, -3.69112, -1.19207], [4.24583, -0.98805, 0.08913], [0.80732, -0.94239, 3.70522], [0.62292, -4.25515, 4.21552], [-0.50304, 2.44553, -1.73121], [-2.77169, -0.57008, -5.33522], [0.15764, 2.98288, 0.59101], [-3.79484, 1.31805, 0.20468], [-2.76223, 2.48503, -2.29838], [-0.06543, -1.70560, -7.59549], [-3.23486, 5.55543, 0.34594], [3.14574, 4.64732, -2.13510], [4.01986, -2.65722, -1.24844], [-0.23567, -0.99695, 6.42661], [0.32471, -2.59751, 2.41204]], "lowdin_charge": [0.947, 1.400, 0.734, 0.789, 0.776, 0.819, -0.372, 0.193, 0.094, -0.046, 0.092, 0.030, -0.021, -0.043, -0.264, 0.038, -0.039, -0.095, -0.133, -0.053, -0.106, -0.126, -0.101, -0.148, -0.294, -0.117, -0.030, -0.120, -0.051, -0.028, -0.124, -0.132, -0.111, -0.316, -0.375, -0.534, -0.382, -0.033, -0.870, -0.158, -0.650, -0.134, -0.037, -0.027, -0.040, -0.030, -0.047, -0.029, -0.543, -0.048, -0.128, -0.091, -0.322, -0.052, -0.038, 0.115, 0.126, 0.021, 0.052, 0.122, 0.120, 0.121, 0.087, 0.120, 0.190, 0.090, 0.091, 0.052, 0.125, 0.079, 0.124, 0.127, 0.125, 0.119, 0.121, 0.126, 0.086, 0.110, 0.113, 0.116, 0.082, 0.126, 0.080, 0.127, 0.083, 0.091, 0.103, 0.122, 0.076, 0.099, 0.035, 0.095, 0.075, 0.126, 0.125, 0.127, 0.076, 0.101, 0.100], "e_homo_ev": [-14.7, -14.7], "homo_lumo_gap_ev": [5.13, 5.14], "charge": 3, "lumo_energy_ha": [-0.353, -0.353]}


How do the records compare in maximum force? In the order shown, they have 0.66; 0.98 eV/Å.